Record 1
Molecular formula: C28H30MgN9O9
Method: DFT, ωB97M-V with the def2-TZVPD basis set

The geometry in XYZ format:
```
77
Properties=species:S:1:pos:R:3:forces:R:3:mulliken_charge:R:1
Mg 0.824 -2.726 0.018 -2.74 1.39 -0.39 1.36
N -2.211 -2.779 1.259 -0.21 -1.32 0.43 0.88
O -3.036 -2.453 0.440 -0.17 0.41 -0.10 -0.58
O -1.010 -2.977 0.976 2.52 -0.06 -1.57 -0.45
O -2.463 -3.081 2.426 -1.46 0.38 1.59 -0.73
N -0.067 0.238 0.424 2.75 3.42 -1.01 0.77
O 0.279 1.392 0.055 -0.14 0.17 -0.43 -0.76
O -1.097 0.066 0.952 -4.46 -0.94 2.27 -0.42
O 0.750 -0.655 0.303 2.12 -2.37 -0.47 -0.87
N -0.918 -2.026 -2.599 1.07 -2.02 1.77 0.97
O -2.018 -1.793 -2.263 -4.50 1.80 0.68 -0.50
O -0.197 -2.610 -1.755 2.40 -1.20 1.17 -0.61
O -0.503 -1.843 -3.695 1.66 1.02 -3.80 -0.70
N 5.933 2.704 0.865 1.07 -0.08 0.80 0.02
C 5.299 3.915 0.873 0.48 0.49 -0.69 -0.37
C 3.989 3.680 0.571 -0.58 1.61 0.53 -0.98
C 3.776 2.321 0.552 0.98 -2.68 -0.38 0.14
C 5.029 1.708 0.717 -1.86 0.27 0.16 -0.65
H 6.909 2.528 1.053 -0.29 0.27 0.01 0.19
H 5.805 4.861 1.001 0.19 -0.21 -0.10 0.37
H 3.248 4.456 0.445 -0.03 -0.07 0.05 0.39
H 2.885 1.736 0.381 -0.25 0.31 -0.02 0.74
H 5.243 0.665 0.898 0.19 0.23 -0.37 0.09
N -3.119 0.968 2.790 -1.21 -0.92 1.63 0.14
C -4.220 1.719 2.500 0.41 0.52 -0.33 -0.68
C -5.296 1.150 3.117 -1.29 0.28 0.54 -0.25
C -4.913 0.036 3.907 2.42 0.84 -1.16 -0.78
C -3.528 -0.034 3.646 -0.11 -0.48 0.30 -0.19
H -2.153 1.042 2.507 -0.29 0.17 -0.57 0.31
H -4.129 2.672 2.001 -0.13 -0.29 -0.36 0.41
H -6.319 1.494 3.069 0.05 0.30 -0.14 0.38
H -5.548 -0.529 4.575 0.30 -0.22 -0.24 0.39
H -2.758 -0.736 3.930 -0.32 -0.25 0.14 0.28
N -2.440 1.728 -5.647 2.18 0.80 1.57 -0.68
C -1.850 1.071 -4.548 -1.79 -0.45 -2.66 0.04
C -1.037 1.618 -3.628 0.41 2.40 1.05 -0.25
C -0.916 3.005 -3.669 0.63 0.96 -1.03 -0.39
C -1.409 3.762 -4.755 0.89 -2.16 0.73 -0.44
C -2.059 3.038 -5.764 -0.82 -0.45 1.40 -0.32
H -2.022 0.015 -4.394 -0.49 -0.24 -0.60 0.51
H -0.605 1.085 -2.794 0.03 -0.31 -0.18 0.43
H -0.304 3.543 -2.961 -0.03 -0.14 0.43 0.44
H -1.099 4.793 -4.842 -0.38 0.15 -0.16 0.38
H -2.383 3.675 -6.574 -0.41 -0.62 -0.70 0.33
N 1.633 -2.964 1.985 -0.14 0.55 2.64 0.38
C 2.628 -3.680 2.502 0.83 -1.75 -0.43 -0.07
C 2.936 -3.898 3.863 -0.07 0.11 -2.79 -0.89
C 2.128 -3.252 4.713 -0.45 0.55 3.13 -0.02
C 1.075 -2.458 4.335 0.89 0.64 -2.62 -1.16
C 0.934 -2.295 2.931 -1.29 -0.06 1.54 0.19
H 3.184 -4.258 1.778 0.27 0.16 -0.31 0.34
H 3.747 -4.536 4.180 0.02 0.06 -0.18 0.41
H 2.360 -3.340 5.764 -0.15 -0.08 0.39 0.33
H 0.521 -1.816 5.003 -0.18 -0.31 0.03 0.39
H 0.101 -1.661 2.665 0.12 0.00 -0.83 0.13
N 2.588 -2.496 -0.704 4.59 -0.61 -2.03 0.80
C 3.233 -3.129 -1.835 -0.87 -0.56 0.86 -0.69
C 4.587 -3.177 -2.098 -2.04 -0.90 -0.34 -0.37
C 5.535 -2.656 -1.257 1.46 0.57 0.42 -0.71
C 5.039 -1.900 -0.161 -3.29 -0.05 -1.37 -0.68
C 3.605 -1.807 -0.078 2.11 0.63 1.79 -0.15
H 2.597 -3.824 -2.363 -0.26 0.35 -0.48 0.30
H 4.822 -3.764 -2.973 0.36 -0.01 -0.14 0.33
H 6.572 -2.698 -1.558 0.23 0.09 0.23 0.35
H 5.637 -1.182 0.380 0.00 -0.24 0.23 0.24
H 3.314 -1.112 0.696 -0.55 0.13 0.19 0.26
N -4.229 0.085 -1.070 -0.89 3.59 -0.05 -0.34
C -3.118 0.862 -1.144 -0.89 -0.17 -1.82 1.08
C -3.114 2.273 -1.321 -1.30 -1.03 0.87 -0.39
C -4.325 2.921 -1.524 0.51 0.04 1.06 -0.55
C -5.554 2.240 -1.355 2.35 -1.27 -0.83 -0.65
C -5.399 0.855 -1.107 0.65 -0.22 0.81 -0.46
H -2.206 0.367 -1.444 0.14 -0.52 1.03 -0.46
H -2.196 2.823 -1.178 0.12 -0.07 -0.43 0.54
H -4.199 3.989 -1.624 -0.68 0.30 -0.34 0.35
H -6.496 2.707 -1.603 -0.17 -0.10 0.43 0.42
H -6.282 0.338 -0.762 -0.21 -0.48 -0.44 0.36
```
Forces are in eV/Å.

Summary:
- Orbital gap (alpha / beta): 3.9 / 7.1 eV
- Net charge: -2
- Multiplicity: 2
- Molar mass: 660.91 g mol⁻¹
- Highest occupied orbital energy (alpha / beta): 0.008 / -0.110 hartree
- Calculated total energy: -66795.5018 eV



Record 2
Molecular formula: C32H90N2O24
Method: DFT, ωB97M-V with the def2-TZVPD basis set

The geometry in XYZ format:
```
148
Properties=species:S:1:pos:R:3:forces:R:3:mulliken_charge:R:1
C 10.374 -4.557 6.344 -0.37 1.16 -1.23 -0.78
O 9.499 -4.694 5.169 0.05 -0.25 2.94 -0.34
C 10.054 -4.442 3.910 0.61 -1.07 0.13 -0.91
C 9.304 -3.354 3.124 2.29 -1.24 0.93 -0.34
N 7.947 -3.906 3.077 -1.21 2.46 0.08 -0.44
C 7.014 -2.893 3.703 -0.63 0.09 -0.18 -1.03
C 5.535 -3.018 3.315 0.24 -1.27 -0.71 0.13
O 4.555 -2.683 4.288 0.80 0.61 -0.11 -0.17
C 4.909 -1.799 5.336 -0.11 0.13 0.69 -1.01
H 11.275 -5.171 6.315 -0.17 -0.32 -0.30 0.30
H 9.863 -4.702 7.296 -0.51 -0.47 -0.49 0.26
H 10.693 -3.516 6.381 0.26 0.17 -0.05 0.34
H 9.848 -5.372 3.380 -0.16 -0.07 -0.60 0.35
H 11.139 -4.519 3.987 0.29 1.13 -0.21 0.57
H 9.963 -3.310 2.257 -0.99 -0.26 -1.22 0.31
H 9.470 -2.343 3.495 -0.71 0.01 0.73 0.29
H 7.941 -4.598 3.813 -0.04 -0.49 -0.31 0.41
H 7.214 -1.863 3.406 0.96 -0.13 0.23 0.36
H 7.072 -3.003 4.786 0.24 0.29 0.17 0.42
H 5.356 -4.070 3.093 0.00 0.02 -0.20 0.10
H 5.362 -2.437 2.410 -0.15 0.02 -0.10 0.14
H 5.783 -1.149 5.302 0.37 -0.25 -1.15 0.39
H 5.131 -2.428 6.198 -0.60 0.31 0.50 0.36
H 4.097 -1.078 5.436 -0.28 -0.39 0.54 0.25
C 1.829 -0.097 3.100 -0.76 1.70 0.05 -0.80
O 0.848 -0.383 2.121 0.98 -1.74 -1.29 0.13
C 1.400 -1.054 0.939 -2.72 -0.80 -0.45 -0.46
C 0.180 -1.581 0.070 1.74 -1.74 1.41 -1.29
N -0.317 -0.752 -1.003 1.21 -0.09 1.91 1.28
C -1.685 -1.067 -1.216 -1.85 1.87 -1.47 -0.45
C -2.213 0.115 -1.980 -0.72 0.37 -3.10 -0.78
O -1.856 1.369 -1.492 0.47 2.29 1.61 -0.08
C -2.500 2.491 -2.090 -1.64 0.25 -0.64 -1.31
H 1.284 0.540 3.796 0.21 0.52 -0.04 0.30
H 2.558 0.501 2.552 0.72 -0.03 0.71 0.40
H 2.219 -0.846 3.790 0.18 -0.96 -0.91 0.05
H 1.937 -1.977 1.158 0.24 0.22 0.68 0.38
H 2.030 -0.447 0.289 0.19 0.58 0.38 0.04
H -0.587 -1.990 0.727 -0.36 0.82 0.47 0.47
H 0.496 -2.543 -0.336 0.41 -0.04 -0.30 0.71
H -0.253 0.172 -0.601 -0.40 0.60 -0.27 -0.39
H -2.452 -1.075 -0.442 0.99 -0.84 1.39 -0.20
H -1.797 -1.936 -1.865 -0.02 -0.14 0.18 0.28
H -3.299 0.103 -2.073 -0.21 -0.44 -0.08 0.61
H -1.770 0.106 -2.976 -0.30 -0.39 -0.54 0.36
H -1.960 3.405 -2.338 1.41 -0.72 -0.12 0.40
H -3.323 2.993 -1.583 -0.14 -0.71 1.66 0.32
H -3.117 2.255 -2.957 0.75 -0.70 -0.61 0.31
O 2.333 -4.134 3.603 1.29 -0.95 0.55 -0.38
C 2.494 -5.284 4.459 -2.65 -1.35 0.40 -0.46
C 2.837 -6.552 3.671 0.48 -0.18 -0.33 -0.26
O 3.970 -6.213 2.891 0.01 -0.34 -0.33 -0.55
H 2.996 -3.553 3.984 0.32 1.01 -0.36 0.30
H 3.146 -5.223 5.331 0.47 0.79 -0.35 0.25
H 1.481 -5.347 4.855 -0.01 -0.71 0.48 0.37
H 2.005 -6.990 3.119 -0.40 0.92 -0.88 0.17
H 3.112 -7.484 4.164 0.28 0.50 1.29 0.34
H 3.907 -5.258 2.823 0.00 0.21 -0.58 0.31
O -6.071 -1.381 0.839 -0.98 -1.14 -0.63 -0.57
C -5.095 -0.458 1.112 1.51 1.19 1.94 0.28
C -5.393 0.243 2.462 0.76 2.09 0.20 0.06
O -6.600 0.987 2.447 -1.87 -0.86 -0.79 -0.60
H -5.616 -2.190 0.597 -0.32 -0.15 -0.06 0.36
H -4.135 -0.945 1.283 0.25 -0.15 0.18 0.04
H -4.868 0.217 0.287 -0.58 0.50 -0.08 0.08
H -4.717 1.053 2.735 1.29 -0.48 -0.70 -0.21
H -5.268 -0.413 3.323 -0.69 -0.67 -0.19 0.26
H -6.643 1.777 2.991 0.67 -0.32 0.15 0.32
O 1.600 0.157 -3.354 -0.26 1.52 -0.03 -0.54
C 1.864 -1.004 -4.074 2.04 -0.92 1.92 -0.32
C 2.663 -2.064 -3.140 -1.60 -0.64 -1.78 -0.60
O 1.739 -2.785 -2.324 -0.28 0.49 -0.14 -0.53
H 1.099 0.063 -2.541 -0.54 -0.75 0.05 0.26
H 1.004 -1.539 -4.479 -0.30 0.05 0.16 0.22
H 2.473 -0.625 -4.895 0.20 -0.49 -0.13 0.43
H 3.438 -1.747 -2.443 0.36 0.78 -0.76 0.22
H 2.976 -2.836 -3.843 0.81 0.12 0.05 0.33
H 1.216 -2.078 -1.940 -0.55 -0.10 0.40 0.16
O -4.851 6.346 2.776 -1.74 -0.12 1.09 -0.60
C -3.766 5.623 2.278 1.18 0.47 -0.34 -0.43
C -4.055 5.381 0.813 1.37 -0.09 -0.20 0.14
O -4.150 6.661 0.202 -0.73 -0.35 -0.05 -0.55
H -4.816 7.302 2.696 0.65 -0.14 0.07 0.35
H -2.877 6.239 2.411 0.36 -0.13 -0.30 0.32
H -3.588 4.718 2.858 -0.48 -0.09 0.04 0.21
H -4.929 4.733 0.756 -0.44 0.26 -0.33 0.17
H -3.250 4.913 0.247 0.14 -0.38 0.39 0.13
H -4.775 7.103 0.783 -0.30 0.50 -0.34 0.32
O -6.356 4.487 -5.805 -1.92 0.37 1.32 -0.45
C -5.495 3.987 -6.764 0.69 0.26 0.03 -0.78
C -4.069 4.256 -6.265 -0.29 0.02 -2.63 -0.20
O -3.510 3.603 -5.169 0.22 -0.59 -0.43 -0.30
H -6.679 3.772 -5.251 0.11 -0.17 -0.21 0.28
H -5.816 3.001 -7.100 0.61 -0.49 0.37 0.35
H -5.648 4.595 -7.655 0.31 0.25 -0.09 0.31
H -3.981 5.342 -6.236 -0.11 0.20 0.64 0.27
H -3.530 4.017 -7.182 0.93 -0.36 0.21 0.41
H -4.120 3.555 -4.430 -0.41 0.32 0.41 0.13
O -0.941 2.965 -7.078 1.00 -1.84 0.88 -0.55
C -0.233 1.809 -6.430 -0.97 0.56 -0.26 -0.26
C -1.010 0.491 -6.504 -0.41 0.34 -1.59 -0.41
O -2.182 0.426 -5.698 0.80 -0.33 0.69 -0.55
H -1.437 3.379 -6.368 -0.16 0.14 0.14 0.30
H 0.760 1.709 -6.869 -0.21 0.05 -0.40 0.37
H -0.053 2.015 -5.375 -0.13 0.23 0.12 0.14
H -0.325 -0.353 -6.422 -0.07 -0.08 1.33 0.31
H -1.369 0.256 -7.506 0.14 0.73 -0.66 0.34
H -2.683 1.230 -5.853 -0.07 0.27 -0.05 0.30
O 0.216 2.761 2.760 0.31 0.49 -0.11 -0.57
C -0.835 2.729 1.839 -2.10 -1.24 0.75 0.22
C -2.001 1.915 2.518 0.25 -0.78 -0.80 -0.51
O -1.823 0.457 2.466 -0.41 1.96 -0.29 -0.43
H 1.022 2.880 2.252 0.43 -0.23 0.15 0.40
H -1.277 3.678 1.535 0.25 0.73 0.51 0.29
H -0.560 2.297 0.876 0.09 -0.61 0.05 -0.09
H -2.939 2.205 2.045 -0.03 -0.46 -0.47 0.05
H -2.185 2.132 3.571 0.64 0.66 0.15 0.38
H -0.921 0.383 2.786 0.38 -0.69 -0.16 0.20
O -1.829 -4.660 0.263 -0.85 2.25 2.38 -0.44
C -1.782 -5.475 -0.820 0.06 -1.79 0.12 0.06
C -1.496 -6.912 -0.258 2.25 0.16 -2.90 -0.93
O -2.295 -7.514 0.692 -1.06 0.15 0.46 -0.49
H -1.405 -5.079 1.016 -0.02 0.09 0.07 0.26
H -2.708 -5.394 -1.389 -0.24 -0.17 0.06 0.28
H -0.985 -5.037 -1.421 0.38 -1.05 -0.75 0.12
H -0.462 -6.892 0.085 0.15 0.42 0.69 0.35
H -1.352 -7.609 -1.083 -0.30 0.02 -0.54 0.46
H -2.748 -8.213 0.215 -0.33 0.01 0.41 0.34
O 2.697 2.890 0.878 -0.27 -1.30 -0.99 -0.58
C 2.739 2.487 -0.535 0.94 2.33 0.52 0.24
C 1.943 3.528 -1.317 -2.05 -0.59 -0.70 -0.68
O 2.061 4.872 -0.816 0.31 -1.05 -0.44 -0.55
H 2.140 3.672 0.871 0.22 0.55 0.03 0.39
H 3.740 2.707 -0.908 0.57 -0.70 0.45 0.32
H 2.494 1.439 -0.709 -0.29 0.25 0.10 -0.14
H 0.887 3.256 -1.322 -0.35 0.20 0.58 0.04
H 2.117 3.521 -2.393 0.70 -0.20 -0.01 0.58
H 2.782 5.211 -1.353 0.15 0.61 0.33 0.35
O -7.986 5.603 -3.626 -0.02 -0.21 1.93 -0.53
C -7.330 5.112 -2.403 0.00 0.40 -1.53 -0.71
C -5.820 4.921 -2.565 -0.31 4.15 1.82 0.35
O -5.384 3.724 -2.947 0.45 -4.41 -1.07 -0.34
H -7.812 5.055 -4.395 0.25 0.01 0.12 0.40
H -7.574 5.754 -1.557 0.28 1.00 -0.65 0.42
H -7.777 4.223 -1.959 -0.07 -0.89 -0.75 0.33
H -5.427 5.196 -1.586 0.27 -0.44 0.39 -0.26
H -5.251 5.593 -3.209 -1.03 1.09 -0.27 0.18
H -6.132 3.244 -3.309 0.09 -0.51 0.17 0.24
```
Forces are in eV/Å.

Summary:
- Orbital gap: 9.5 eV
- Net charge: 0
- Structure (SMILES): COCCNCCOC.COCCNCCOC.OCCO.OCCO.OCCO.OCCO.OCCO.OCCO.OCCO.OCCO.OCCO.OCCO
- Molar mass: 887.06 g mol⁻¹
- Highest occupied orbital energy: -0.343 hartree
- Energy above the lowest of the compared OMol25 structures with the same formula, charge and spin: 177.99 kcal per mole
- Calculated total energy: -86748.4205 eV